# 1
ORCA calculation (wB97M-V/def2-TZVPD) on C2H3ClSi as an isolated structure.

```
! RIJCOSX wB97M-V def2-TZVPD def2/J DEFGRID3
* xyz 0 1
H 0.31669 -0.52588 -1.93038
H -0.46766 1.64490 1.83531
C 0.17870 1.01687 1.11170
C 1.48117 0.77856 0.73628
Si 0.36043 -0.39044 -0.14811
H 0.05783 -1.85299 0.37694
Cl 2.91964 1.49632 1.15876
*
```

The calculation puts the electronic energy at -827.56759 Ha. As for the LUMO energy: 0.591 eV. As for the energy above the lowest of the compared OMol25 structures with the same formula, charge and spin: 2.584 eV. As for the HOMO-LUMO gap: 10.230 eV.

# 2
ORCA calculation (wB97M-V/def2-TZVPD) on C51H37BBrN4O3P2TaTe as an isolated structure.

```
! RIJCOSX wB97M-V def2-TZVPD def2/J DEFGRID3
* xyz 2 1
H 2.87578 4.67190 1.07233
C 4.45795 -1.26186 3.80990
H -1.27587 -1.27781 -8.45834
C -3.03339 -1.05005 3.32873
C -0.57498 4.46696 -0.65433
C 6.10923 -1.38078 2.08162
C 1.90844 4.61217 0.59132
C -2.62273 -2.17477 -7.05701
N 1.89527 -0.74191 -0.80858
C 0.50727 0.99546 2.36766
C -2.99744 2.78382 2.89235
C -5.09739 -2.21533 1.85526
H 3.72660 -5.55122 0.01451
H -2.34321 3.23545 4.88938
H 5.73955 -1.19508 -0.65424
O -2.15466 -1.98882 -3.40362
H 1.57489 6.72854 0.65056
C -3.01264 -1.03670 1.93545
H 6.95427 -0.96088 1.55084
O -0.29843 -0.77503 -3.98533
C 4.03753 -2.55295 3.52333
C -4.03861 -1.62127 1.19122
H 0.25488 -0.35782 -6.71747
C 4.10798 0.14041 -0.99394
C 3.82610 -2.18382 -0.44941
H -2.23632 -0.58995 3.89775
C 1.53700 -3.02737 -0.39139
P -1.65635 -0.25624 1.09571
C 2.44678 -1.96942 -0.53071
H -0.26843 3.43363 -5.46905
C -2.78403 1.46531 -4.34707
C 1.39809 3.38010 0.21178
C -2.01829 2.21427 -5.22803
C 2.32951 -0.24310 3.33927
H -4.12663 -1.66077 5.06134
H -2.08845 3.14088 2.42450
H -0.63480 6.59426 -0.44764
H -6.15889 1.73983 4.71190
H -0.10753 -2.35361 2.29500
H 2.10454 -2.37829 3.39648
C 1.97920 -4.30552 -0.21016
C -1.24352 1.99019 -2.56320
C -0.86460 2.84735 -4.78287
H -6.05806 1.48575 2.25244
Br 3.62546 -0.30444 5.20619
C 4.66401 -1.07664 -0.68418
H 4.32339 -4.26185 2.26479
C -2.08006 -1.90432 -4.78921
H -2.99060 0.73227 -2.35716
C 2.72096 0.27027 -1.05411
H -4.01453 -1.60775 0.10756
H -5.89864 -2.67347 1.29166
C 3.36709 -4.53884 -0.11515
H 3.26777 -3.01878 4.12361
C 0.15667 3.30034 -0.41797
C 1.65721 -1.43805 3.09845
C -4.04724 2.27105 2.13996
C -0.62664 -0.92433 -6.45216
O 0.23305 -2.64613 -0.53544
N -4.24970 2.46950 4.90881
C 1.17665 5.76748 0.35414
C 0.41640 -1.42278 2.48477
C -0.16137 -0.20051 2.10316
C -5.12296 -2.22983 3.24499
H 0.42139 3.24338 -3.12149
H -2.31889 2.30401 -6.26329
C -3.14627 2.84903 4.27013
C 4.26905 -3.51021 -0.19372
C 1.75046 0.97040 2.98761
C 5.49399 -0.67119 3.09929
C -5.26207 2.02455 4.17262
H -3.81549 -2.99632 -5.44176
C -0.95958 -1.17594 -5.14080
H 2.26367 1.21072 -1.32312
H -5.95115 -2.69952 3.75925
H -1.53955 4.41701 -1.14575
C -2.94354 -2.42471 -5.72638
H 0.04793 1.93843 2.10043
C -2.39591 1.34635 -3.02005
N 5.67725 -3.76160 -0.23272
H 2.26175 1.89900 3.20597
H 1.27725 -5.12568 -0.14422
Te -3.88219 2.04095 0.05140
H 1.96684 2.48440 0.42365
H -3.68091 0.96754 -4.69090
P -0.61143 1.73421 -0.88521
C -4.09646 -1.65206 3.98030
H 4.72643 0.99903 -1.21104
H 3.30181 -0.26308 3.82194
C -5.21105 1.89323 2.78905
C -1.92992 1.18004 0.13324
C -0.06433 5.69382 -0.26462
H -3.26542 -2.56254 -7.83518
B -1.07738 -1.26557 -2.95425
C 5.64579 -2.64651 1.74599
C -1.49069 -1.44283 -7.41157
C 4.62693 -3.24635 2.47778
H 5.83603 0.32040 3.36083
N 6.34854 -3.34396 0.70805
C -0.47584 2.73662 -3.45903
Ta -0.28956 -0.84415 -0.83340
*
```

The calculation puts the electronic energy at -6016.30470 Ha. As for the LUMO energy: -6.650 eV. As for the energy above the lowest of the compared OMol25 structures with the same formula, charge and spin: 6.999 eV. As for the HOMO-LUMO gap: 5.805 eV.

# 3
ORCA calculation (wB97M-V/def2-TZVPD) on a 2-piece molecular cluster, C2H5NO2 overall.

```
! RIJCOSX wB97M-V def2-TZVPD def2/J DEFGRID3
* xyz 0 1
O 0.56759 -0.61808 -0.69030
H 0.54743 0.68959 -0.48517
H -0.93455 2.31769 0.04769
C -1.17501 0.28504 -0.46510
H 0.57573 -2.19068 0.48886
H -0.05726 1.07703 1.08137
O -2.04814 -0.23079 -1.01484
H 1.99162 -1.41010 0.40456
C -0.45890 1.34147 0.10186
N 0.99150 -1.26118 0.53108
*
```

The calculation puts the electronic energy at -284.27910 Ha. As for the LUMO energy: 0.816 eV. As for the energy above the lowest of the compared OMol25 structures with the same formula, charge and spin: 5.123 eV. As for the HOMO-LUMO gap: 9.453 eV.

# 4
ORCA calculation (wB97M-V/def2-TZVPD) on C2H4 in the gas phase.

```
! RIJCOSX wB97M-V def2-TZVPD def2/J DEFGRID3
* xyz 0 1
H 0.29183 -1.49426 0.09643
H 0.91800 0.67237 1.01619
H -0.36908 1.50436 -0.02271
C 0.20522 0.61407 0.20184
C -0.17257 -0.57396 -0.23863
H -0.87341 -0.72258 -1.05312
*
```

As for the SMILES: C=C. The calculation puts the electronic energy at -78.56342 Ha. As for the LUMO energy: 1.456 eV. As for the energy above the lowest of the compared OMol25 structures with the same formula, charge and spin: 0.081 eV. As for the HOMO-LUMO gap: 11.687 eV.

# 5
ORCA calculation (wB97M-V/def2-TZVPD) on CH4N4 as an isolated structure.

```
! RIJCOSX wB97M-V def2-TZVPD def2/J DEFGRID3
* xyz 0 1
H -0.59011 -1.41648 -1.15808
N -0.20002 1.03812 2.07411
N 0.22612 0.66359 0.19611
N 0.30683 -0.95540 -1.25047
H 1.16068 -1.21607 -0.66101
H 1.82781 0.89357 1.34933
H -1.76322 1.39796 0.43823
N 0.90772 0.39257 1.34886
C -0.85172 0.93522 0.91228
*
```

The calculation puts the electronic energy at -259.27622 Ha. As for the LUMO energy (alpha / beta): -0.308 / -1.106 eV. As for the energy above the lowest of the compared OMol25 structures with the same formula, charge and spin: 7.720 eV. As for the HOMO-LUMO gap (alpha / beta): 9.716 / 8.689 eV.